An isolated molecule of C8H8ClIN2O in a non-equilibrium geometry. Source: the Open Molecules 2025 dataset; level of theory: ωB97M-V/def2-TZVPD.

Summary:
F_max = 5.2 eV/A
spin multiplicity = 1
HOMO = -8.7 eV
SMILES = O[C@H]1C=CC=C[C@@]1(CCl)N=C=NI
gap between HOMO and LUMO = 8.07 eV

CARTESIAN COORDINATES (ANGSTROEM)
C 2.674 0.862 -0.084
C -1.566 0.572 -1.330
C -0.850 -0.686 -1.715
C -1.321 1.234 -0.218
C 0.205 -1.156 -0.988
C -0.386 0.708 0.861
C 0.732 -0.311 0.181
C 1.494 -1.010 1.168
N 1.583 0.760 -0.576
N 3.596 0.886 0.680
O 0.224 1.588 1.724
Cl 0.469 -2.463 1.545
I 5.544 0.530 0.408
H -2.382 1.004 -1.926
H -1.244 -1.328 -2.480
H -1.652 2.301 -0.125
H 0.833 -1.918 -1.426
H -0.993 0.080 1.512
H 1.718 -0.610 2.227
H 2.425 -1.507 0.738
H 0.433 2.416 1.211